1.
C18H27BCl2N6O2Ru | wB97M-V/def2-TZVPD

Each line ends with the Löwdin charge.
Geometry (Å):
Ru (0.67, -0.50, 1.11)  1.428
C (-1.07, 0.78, 3.76)  -0.026
C (-1.68, 1.19, 2.46)  -0.321
C (-2.77, 1.97, 2.09)  0.045
C (-2.79, 1.94, 0.69)  -0.246
C (-3.73, 2.61, -0.23)  -0.008
N (-1.75, 1.19, 0.28)  0.031
N (-1.10, 0.74, 1.36)  -0.078
B (-1.27, 0.83, -1.16)  -0.482
N (-1.24, -0.71, -1.27)  0.020
N (-0.90, -1.48, -0.22)  -0.029
C (-1.39, -2.71, -0.41)  -0.327
C (-1.36, -3.76, 0.65)  -0.054
C (-2.01, -2.76, -1.65)  0.038
C (-1.91, -1.48, -2.17)  -0.254
C (-2.39, -1.00, -3.49)  -0.006
N (0.15, 1.43, -1.31)  0.019
N (0.98, 1.43, -0.25)  0.003
C (1.97, 2.30, -0.47)  -0.319
C (2.98, 2.66, 0.56)  -0.023
C (1.80, 2.84, -1.74)  0.036
C (0.64, 2.27, -2.25)  -0.256
C (0.05, 2.48, -3.59)  -0.007
H (-1.51, 1.32, 4.60)  0.087
H (0.01, 0.98, 3.74)  0.072
H (-1.22, -0.29, 3.92)  0.082
H (-3.46, 2.48, 2.72)  0.115
H (-4.47, 3.16, 0.34)  0.089
H (-4.24, 1.88, -0.85)  0.090
H (-3.20, 3.29, -0.88)  0.090
H (-2.00, 1.28, -1.97)  0.115
H (-1.03, -3.31, 1.59)  0.048
H (-0.69, -4.57, 0.37)  0.025
H (-2.36, -4.17, 0.78)  0.094
H (-2.49, -3.60, -2.11)  0.119
H (-2.78, -1.85, -4.05)  0.089
H (-1.58, -0.55, -4.06)  0.084
H (-3.18, -0.26, -3.38)  0.086
H (2.67, 2.28, 1.53)  0.068
H (3.05, 3.75, 0.62)  0.094
H (3.96, 2.28, 0.30)  0.085
H (2.44, 3.55, -2.23)  0.117
H (0.70, 3.15, -4.16)  0.089
H (-0.94, 2.91, -3.53)  0.086
H (-0.02, 1.53, -4.12)  0.083
Cl (1.78, -2.95, 1.82)  0.596
C (1.97, -4.69, 1.43)  -0.912
Cl (1.77, -4.97, -0.30)  0.573
H (1.22, -5.25, 1.98)  0.041
H (2.98, -4.98, 1.72)  0.040
C (5.13, -0.85, 1.55)  0.000
O (3.95, -0.51, 0.76)  -0.066
C (2.83, -0.24, 1.35)  -0.595
O (2.59, -0.26, 2.56)  -0.070
H (5.95, -0.87, 0.84)  0.102
H (4.99, -1.82, 2.02)  0.095
H (5.29, -0.08, 2.31)  0.104

Computed properties:
strongest force on any atom = 1.74 eV/Å
energy relative to the best compared isomer or geometry (same formula, charge and spin) = 95.6 kJ/mol
multiplicity = 6
total charge = +1
HOMO level (spin up / spin down) = -0.4117 / -0.4241 Eh
LUMO energy (spin up / spin down) = -2.0379 / -4.9070 eV
DFT total energy = -2220.9925 Eh

2.
C18H27BN8O7P2Pd | wB97M-V/def2-TZVPD

Each line ends with the Löwdin charge.
Geometry (Å):
Pd (0.53, -0.31, 0.69)  1.275
C (-1.26, 1.11, 3.39)  -0.011
C (-1.75, 1.23, 1.98)  -0.284
C (-2.96, 1.74, 1.52)  0.021
C (-2.90, 1.68, 0.15)  -0.023
N (-1.71, 1.18, -0.21)  0.044
N (-1.02, 0.90, 0.92)  -0.034
B (-1.21, 0.75, -1.64)  -0.648
N (-1.29, -0.78, -1.71)  0.035
C (-1.77, -1.66, -2.61)  -0.022
C (-1.75, -2.91, -2.03)  0.008
C (-1.24, -2.72, -0.74)  -0.301
C (-1.17, -3.76, 0.33)  -0.028
N (-0.97, -1.43, -0.57)  0.061
N (0.28, 1.16, -1.74)  0.023
C (0.89, 1.77, -2.75)  -0.016
C (2.12, 2.21, -2.31)  0.012
C (2.22, 1.84, -0.97)  -0.279
C (3.28, 2.30, -0.03)  -0.029
N (1.07, 1.20, -0.63)  0.005
N (-2.00, 1.49, -2.69)  -0.019
C (-2.25, 2.83, -2.74)  -0.086
C (-2.69, 3.12, -4.00)  -0.007
C (-2.67, 1.89, -4.69)  -0.341
C (-3.04, 1.62, -6.11)  -0.028
N (-2.24, 0.92, -3.90)  0.120
H (-2.09, 1.29, 4.07)  0.091
H (-0.49, 1.86, 3.58)  0.088
H (-0.84, 0.13, 3.58)  0.054
H (-3.76, 2.12, 2.13)  0.118
H (-3.61, 1.97, -0.61)  0.134
H (-2.11, -1.31, -3.56)  0.109
H (-2.09, -3.83, -2.46)  0.116
H (-0.42, -4.51, 0.09)  0.094
H (-2.14, -4.27, 0.39)  0.100
H (-0.99, -3.31, 1.30)  0.042
H (0.39, 1.90, -3.70)  0.138
H (2.85, 2.79, -2.86)  0.119
H (3.71, 3.21, -0.43)  0.090
H (4.07, 1.57, 0.09)  0.073
H (2.85, 2.52, 0.95)  0.080
H (-2.08, 3.47, -1.89)  0.127
H (-3.00, 4.09, -4.37)  0.108
H (-3.73, 2.38, -6.48)  0.079
H (-3.52, 0.65, -6.20)  0.078
H (-2.16, 1.63, -6.75)  0.081
C (2.35, -2.18, 4.64)  -0.049
C (2.70, -2.01, 3.17)  -0.591
O (3.90, -2.72, 2.84)  -0.038
P (3.14, -0.31, 2.71)  0.463
O (2.19, 0.70, 3.50)  -0.099
O (4.53, -0.02, 3.39)  -0.063
O (2.99, -0.12, 1.26)  -0.289
P (1.31, -2.49, 2.06)  0.349
O (1.14, -3.98, 2.56)  -0.080
O (0.13, -1.54, 2.36)  -0.360
O (1.62, -2.37, 0.60)  -0.295
H (3.15, -1.79, 5.27)  0.094
H (2.22, -3.24, 4.87)  0.093
H (1.42, -1.66, 4.89)  0.087
H (3.70, -3.62, 2.55)  0.109
H (2.36, 0.79, 4.44)  0.107
H (5.24, -0.64, 3.14)  0.113
H (0.58, -4.54, 2.01)  0.084

Computed properties:
strongest force on any atom = 0.95 eV/Å
energy relative to the best compared isomer or geometry (same formula, charge and spin) = 59.6 kJ/mol
multiplicity = 2
total charge = +1
HOMO level (spin up / spin down) = -0.4263 / -0.4263 Eh
LUMO energy (spin up / spin down) = -4.9457 / -5.2299 eV
DFT total energy = -2502.3482 Eh

3.
C18H27BO8Zr | wB97M-V/def2-TZVPD

Each line ends with the Löwdin charge.
Geometry (Å):
Zr (-0.39, 0.29, -0.01)  1.838
C (1.06, 0.58, -2.85)  -0.095
C (1.01, 2.02, -2.36)  -0.099
O (0.85, 1.96, -0.93)  -0.284
C (1.50, 2.94, -0.09)  -0.093
C (1.81, 2.21, 1.21)  -0.096
O (0.66, 1.46, 1.65)  -0.286
C (-0.19, 2.02, 2.66)  -0.103
C (-1.32, 2.79, 2.01)  -0.103
O (-1.64, 2.08, 0.79)  -0.276
C (-2.97, 2.31, 0.26)  -0.102
C (-2.85, 2.28, -1.25)  -0.118
O (-2.06, 1.13, -1.58)  -0.255
C (-2.08, 0.73, -2.96)  -0.116
C (-1.17, -0.47, -3.01)  -0.095
O (0.02, -0.21, -2.23)  -0.274
H (1.99, 0.11, -2.55)  0.151
H (0.97, 0.54, -3.93)  0.154
H (0.17, 2.58, -2.78)  0.134
H (1.94, 2.53, -2.61)  0.151
H (0.83, 3.79, 0.05)  0.142
H (2.42, 3.28, -0.56)  0.152
H (2.12, 2.91, 1.99)  0.153
H (2.60, 1.48, 1.06)  0.145
H (0.38, 2.64, 3.34)  0.152
H (-0.58, 1.16, 3.21)  0.139
H (-1.04, 3.82, 1.75)  0.144
H (-2.19, 2.82, 2.66)  0.152
H (-3.34, 3.28, 0.58)  0.152
H (-3.62, 1.52, 0.63)  0.149
H (-2.36, 3.18, -1.63)  0.148
H (-3.84, 2.20, -1.70)  0.155
H (-1.73, 1.56, -3.59)  0.140
H (-3.10, 0.47, -3.26)  0.155
H (-0.89, -0.75, -4.02)  0.153
H (-1.64, -1.33, -2.53)  0.147
C (-2.01, -1.80, 2.52)  -0.018
C (-1.49, -1.00, 1.39)  -0.341
O (-2.05, -1.04, 0.27)  -0.105
H (-2.76, -1.18, 3.03)  0.107
H (-1.22, -2.02, 3.24)  0.094
H (-2.50, -2.71, 2.18)  0.105
O (2.47, -1.58, 1.15)  0.151
B (1.41, -1.24, 0.35)  -0.512
O (0.86, -2.36, -0.27)  0.085
C (1.59, -3.45, 0.21)  -0.193
C (1.44, -4.79, -0.07)  0.017
C (2.35, -5.64, 0.56)  -0.060
C (3.34, -5.16, 1.41)  -0.058
C (3.48, -3.80, 1.67)  0.024
C (2.58, -2.97, 1.06)  -0.191
H (0.68, -5.15, -0.74)  0.125
H (2.28, -6.71, 0.38)  0.114
H (4.02, -5.86, 1.87)  0.115
H (4.25, -3.43, 2.33)  0.128

Computed properties:
strongest force on any atom = 0.61 eV/Å
energy relative to the best compared isomer or geometry (same formula, charge and spin) = 0.0 kJ/mol
total charge = +2
HOMO level = -0.4869 Eh
LUMO energy = -5.9598 eV
DFT total energy = -1375.4549 Eh

4.
C18H27Br36N2O4P | wB97M-V/def2-TZVPD

Each line ends with the Löwdin charge.
Geometry (Å):
C (-2.07, 2.12, -1.73)  -0.165
C (-0.66, 1.77, -2.24)  -0.204
C (-0.13, 0.41, -1.83)  -0.218
O (0.77, 0.48, -0.69)  -0.195
P (0.21, 0.19, 0.75)  0.338
O (-0.76, 1.16, 1.28)  -0.255
O (1.58, 0.07, 1.53)  -0.182
C (1.69, 0.61, 2.88)  -0.276
N (2.25, 1.92, 2.89)  0.053
O (-0.39, -1.28, 0.74)  -0.171
C (0.43, -2.44, 0.52)  -0.185
C (0.04, -3.14, -0.76)  -0.209
N (0.38, -2.67, -1.88)  0.133
H (-2.76, 2.30, -2.55)  -0.124
H (-2.47, 1.30, -1.12)  0.078
H (-2.06, 2.99, -1.07)  0.029
H (-0.68, 1.77, -3.34)  0.106
H (0.06, 2.54, -1.95)  0.093
H (0.47, -0.04, -2.62)  0.108
H (-0.95, -0.29, -1.63)  0.107
H (0.71, 0.63, 3.35)  0.119
H (2.32, -0.11, 3.40)  0.117
H (2.87, 2.08, 2.11)  0.047
H (1.54, 2.64, 2.91)  0.009
H (0.24, -3.09, 1.37)  0.108
H (1.49, -2.18, 0.51)  0.121
H (-0.55, -4.05, -0.63)  0.005
H (0.04, -3.25, -2.65)  0.020
C (-0.54, 5.58, 1.93)  -1.599
Br (0.13, 7.33, 1.51)  0.525
Br (0.26, 4.24, 0.81)  0.645
Br (-0.34, 5.18, 3.80)  0.580
H (-1.60, 5.58, 1.71)  -0.024
C (2.59, -6.05, -3.81)  -1.627
Br (3.21, -4.24, -3.83)  0.596
Br (0.69, -6.12, -3.50)  0.545
Br (3.08, -7.01, -5.40)  0.562
H (3.06, -6.55, -2.98)  -0.027
C (-4.72, 4.49, -2.87)  -1.591
Br (-3.19, 5.55, -2.42)  0.579
Br (-4.25, 2.91, -3.84)  0.695
Br (-5.76, 4.08, -1.30)  0.589
H (-5.35, 5.09, -3.52)  -0.029
C (-1.57, -6.12, -7.11)  -1.633
Br (-2.72, -4.94, -6.13)  0.571
Br (0.14, -5.30, -7.46)  0.557
Br (-1.37, -7.81, -6.22)  0.531
H (-2.04, -6.31, -8.06)  -0.027
C (-2.60, -6.31, 1.17)  -1.618
Br (-2.85, -4.46, 1.62)  0.605
Br (-1.43, -6.49, -0.34)  0.600
Br (-1.97, -7.32, 2.67)  0.571
H (-3.56, -6.71, 0.89)  -0.024
C (0.39, -10.84, -9.03)  -1.651
Br (-0.36, -10.35, -10.72)  0.576
Br (1.42, -9.40, -8.28)  0.544
Br (-0.96, -11.45, -7.81)  0.562
H (1.07, -11.67, -9.20)  -0.031
C (4.67, 6.47, 1.98)  -1.611
Br (4.11, 6.71, 0.15)  0.608
Br (5.66, 7.97, 2.65)  0.573
Br (3.15, 6.06, 3.08)  0.542
H (5.32, 5.61, 2.00)  -0.030
C (-4.01, -7.69, 6.22)  -1.639
Br (-4.51, -5.93, 5.63)  0.549
Br (-4.63, -9.02, 5.00)  0.565
Br (-2.11, -7.82, 6.49)  0.544
H (-4.48, -7.86, 7.17)  -0.027
C (-2.75, -3.22, 8.37)  -1.662
Br (-2.36, -4.95, 9.11)  0.554
Br (-2.23, -1.81, 9.56)  0.579
Br (-1.96, -3.00, 6.63)  0.560
H (-3.82, -3.16, 8.25)  -0.031
C (-3.27, 10.02, -1.66)  -1.645
Br (-4.71, 8.76, -1.61)  0.548
Br (-1.75, 9.32, -0.71)  0.542
Br (-2.82, 10.50, -3.47)  0.575
H (-3.59, 10.92, -1.16)  -0.028
C (5.40, 3.39, -1.34)  -1.673
Br (3.94, 2.24, -0.90)  0.605
Br (6.97, 2.97, -0.31)  0.570
Br (5.76, 3.40, -3.22)  0.581
H (5.10, 4.40, -1.06)  -0.115
C (5.19, 9.84, 6.72)  -1.650
Br (4.04, 8.54, 5.90)  0.552
Br (5.80, 9.26, 8.44)  0.576
Br (6.67, 10.28, 5.57)  0.556
H (4.62, 10.74, 6.86)  -0.030

Computed properties:
strongest force on any atom = 1.86 eV/Å
HOMO level = -0.3533 Eh
LUMO energy = -0.2282 eV
DFT total energy = -94118.3346 Eh